Density functional theory data (ωB97M-V with the def2-TZVPD basis set) for a 2-piece molecular cluster, C4H7NO2 overall.

Properties
* SMILES: C=C=NOC.C=O
* frontier orbital gap: 10.1 eV

Last columns: bonded neighbours and bond lengths (Å).
Element x y z (Å)
1 C -1.4331 1.9294 -0.1855  C2 1.307, H6 1.075, H7 1.037
2 C -1.1063 0.7365 -0.6071  C1 1.307, N3 1.216
3 N -0.7573 -0.1879 -1.3163  C2 1.216, O4 1.364
4 O -0.6963 -1.4973 -0.9403  N3 1.364, C5 1.493
5 C -1.1641 -1.7313 0.4584  O4 1.493, H8 1.113, H9 1.122, H10 1.142
6 H -0.7120 2.3751 0.4763  C1 1.075
7 H -2.3640 2.3606 -0.3330  C1 1.037
8 H -0.5053 -1.2436 1.2113  C5 1.113
9 H -1.1493 -2.8454 0.5941  C5 1.122
10 H -2.1647 -1.1805 0.4582  C5 1.142
11 C 2.5204 0.8208 -0.8264  O12 1.200, H13 1.163, H14 1.170
12 O 1.9502 0.3668 0.1274  C11 1.200
13 H 3.2598 1.7152 -0.7426  C11 1.163
14 H 2.4015 0.3775 -1.9023  C11 1.170


Density functional theory data (ωB97M-V with the def2-TZVPD basis set) for one molecule with the formula C4H7NO2.

Properties
* frontier orbital gap: 10.4 eV

Last columns: bonded neighbours and bond lengths (Å).
Element x y z (Å)
1 O 1.1832 -0.2811 0.9408  C2 1.468, C6 1.643, H8 1.191
2 C 0.7595 0.7334 -0.0326  O1 1.468, C3 1.531, C5 1.526, H9 1.088
3 C 0.3910 0.1712 -1.4084  C2 1.531, N4 1.485, H10 1.096, H11 1.095
4 N -1.0449 0.1569 -1.0283  C3 1.485, C5 1.468, H12 1.019
5 C -0.7233 0.6494 0.3165  C2 1.526, N4 1.468, C6 1.557, H13 1.093
6 C -0.3988 -0.4797 1.3390  O1 1.643, C5 1.557, O7 1.307, H14 1.098
7 O -0.4694 -1.7236 0.9435  C6 1.307
8 H 0.7673 -1.3505 0.6203  O1 1.191
9 H 1.3794 1.6223 0.0646  C2 1.088
10 H 0.8396 -0.8033 -1.6331  C3 1.096
11 H 0.5925 0.8570 -2.2379  C3 1.095
12 H -1.4168 -0.7903 -0.9724  N4 1.019
13 H -1.3285 1.4812 0.6846  C5 1.093
14 H -0.5308 -0.2429 2.4033  C6 1.098


Density functional theory data (ωB97M-V with the def2-TZVPD basis set) for one molecule with the formula C4H7NO2.

Properties
* SMILES: C/C(=N\O)[C@H]1CO1
* frontier orbital gap: 10.7 eV

Last columns: bonded neighbours and bond lengths (Å).
Element x y z (Å)
1 C 1.1904 0.4852 -1.1385  C2 1.495, H8 1.092, H9 1.090, H10 1.092
2 C 0.3885 0.0037 0.0274  C1 1.495, N3 1.284, C5 1.493
3 N 0.7190 0.1386 1.2604  C2 1.284, O4 1.398
4 O 1.9457 0.7964 1.3869  N3 1.398, H11 0.972
5 C -0.8990 -0.7052 -0.2361  C2 1.493, C6 1.460, O7 1.454, H12 1.092
6 C -1.9808 -0.7990 0.7399  C5 1.460, O7 1.721, H13 1.054, H14 1.266
7 O -1.9882 0.1364 -0.7041  C5 1.454, C6 1.721
8 H 2.1716 0.0059 -1.1721  C1 1.092
9 H 0.6763 0.2856 -2.0784  C1 1.090
10 H 1.3797 1.5586 -1.0768  C1 1.092
11 H 2.0571 0.8288 2.3519  O4 0.972
12 H -0.8040 -1.5597 -0.9096  C5 1.092
13 H -2.7068 -1.5549 0.6316  C6 1.054
14 H -2.1792 0.4508 0.7552  C6 1.266


no.,strongest force on any atom (eV/Å),HOMO level (eV)
1,2.1,-9.2
2,0.3,-9.4
3,5.5,-9.8